[1]
Computed, not measured: 2 unconnected molecules or ions with the total composition C9H11ClFN, with ωB97M-V/def2-TZVPD.

## Properties
M   187.64 g/mol
Frontier orbital gap   9.16 eV
Relative energy (zero: lowest compared OMol25 entry of this formula, charge and spin)   4.346 eV
Multiplicity   1

Element x y z (Å)
C  3.847  -1.440  -0.729
C  3.027  -0.115  -0.820
C  1.659  0.466  1.231
C  0.376  0.350  0.693
C  -0.125  1.516  0.110
C  -1.506  1.621  -0.315
C  -2.231  0.442  -0.386
C  -1.750  -0.692  0.271
C  -0.471  -0.761  0.711
H  5.287  -1.091  -0.952
H  3.731  -2.062  0.324
H  3.498  -1.946  -1.746
H  2.150  -0.186  -1.239
H  3.490  0.600  -1.546
H  3.157  1.683  0.382
H  2.044  -0.306  2.075
H  1.546  1.372  1.947
H  0.510  2.373  0.165
H  -3.064  0.368  -1.094
H  0.098  -1.668  0.780
N  2.884  0.608  0.378
F  -1.964  2.840  -0.535
Cl  -2.466  -2.193  -0.089

[2]
Computed, not measured: a molecular structure, C34H38IrN5O3, with ωB97M-V/def2-TZVPD.

## Properties
M   756.93 g/mol
Net charge   +3
Frontier orbital gap (spin up / spin down)   6.84 / 4.79 eV
Multiplicity   6

Element x y z (Å)
Ir  -1.398  -0.360  0.178
C  3.790  3.125  -0.392
C  3.420  1.665  -0.720
C  3.204  0.878  0.532
C  4.315  0.869  1.455
C  4.179  0.472  2.766
C  2.915  0.134  3.190
C  1.779  0.103  2.298
C  0.452  -0.044  2.958
C  0.197  1.105  3.951
C  1.984  0.281  0.923
N  0.964  -0.018  -0.007
C  1.349  -0.425  -1.182
C  0.400  -0.628  -2.220
C  0.610  -0.882  -3.609
C  -0.623  -0.843  -4.181
C  -1.574  -0.580  -3.103
N  -0.955  -0.451  -1.954
H  4.021  3.647  -1.318
H  4.665  3.204  0.253
H  2.959  3.632  0.098
H  4.246  1.206  -1.279
H  2.544  1.656  -1.363
H  5.280  1.179  1.073
H  5.026  0.443  3.437
H  2.742  -0.147  4.222
H  0.431  -1.002  3.491
H  -0.356  -0.057  2.226
H  0.899  1.100  4.783
H  -0.802  0.999  4.370
H  0.259  2.070  3.449
H  2.395  -0.615  -1.411
H  1.560  -1.043  -4.092
H  -0.883  -0.977  -5.219
H  -2.649  -0.507  -3.187
O  4.023  -5.151  -3.308
C  4.015  -4.664  -2.064
O  5.027  -4.567  -1.436
C  2.702  -4.196  -1.472
C  1.467  -4.242  -2.106
C  0.329  -3.740  -1.482
C  0.430  -3.226  -0.199
C  1.652  -3.211  0.465
C  2.780  -3.688  -0.175
N  -0.703  -2.625  0.423
C  -1.405  -3.281  1.251
C  -2.553  -2.628  1.899
C  -3.389  -3.315  2.754
C  -4.473  -2.646  3.316
C  -4.673  -1.316  2.997
C  -3.789  -0.687  2.130
N  -2.748  -1.327  1.594
H  3.147  -5.239  -3.698
H  1.348  -4.669  -3.094
H  -0.631  -3.773  -1.982
H  1.709  -2.838  1.481
H  3.745  -3.704  0.316
H  -1.195  -4.323  1.494
H  -3.203  -4.358  2.971
H  -5.148  -3.161  3.985
H  -5.505  -0.760  3.406
H  -3.917  0.347  1.841
O  -2.692  1.464  0.062
C  -2.583  2.700  0.156
C  -3.777  3.585  0.111
C  -3.933  3.923  -1.398
C  -2.683  4.444  -2.126
C  -1.572  3.409  -2.394
C  -0.656  3.112  -1.194
N  -1.371  3.321  0.085
H  -3.600  4.498  0.684
H  -4.669  3.089  0.485
H  -4.725  4.667  -1.477
H  -4.292  3.027  -1.911
H  -2.274  5.322  -1.613
H  -3.020  4.815  -3.093
H  -0.950  3.762  -3.218
H  -2.042  2.481  -2.738
H  0.205  3.779  -1.179
H  -0.280  2.089  -1.228
H  -1.471  4.313  0.262

Repeat the second record exactly.
Computed, not measured: a molecular structure, C34H38IrN5O3, with ωB97M-V/def2-TZVPD.

## Properties
M   756.93 g/mol
Net charge   +3
Frontier orbital gap (spin up / spin down)   6.84 / 4.79 eV
Multiplicity   6

Element x y z (Å)
Ir  -1.398  -0.360  0.178
C  3.790  3.125  -0.392
C  3.420  1.665  -0.720
C  3.204  0.878  0.532
C  4.315  0.869  1.455
C  4.179  0.472  2.766
C  2.915  0.134  3.190
C  1.779  0.103  2.298
C  0.452  -0.044  2.958
C  0.197  1.105  3.951
C  1.984  0.281  0.923
N  0.964  -0.018  -0.007
C  1.349  -0.425  -1.182
C  0.400  -0.628  -2.220
C  0.610  -0.882  -3.609
C  -0.623  -0.843  -4.181
C  -1.574  -0.580  -3.103
N  -0.955  -0.451  -1.954
H  4.021  3.647  -1.318
H  4.665  3.204  0.253
H  2.959  3.632  0.098
H  4.246  1.206  -1.279
H  2.544  1.656  -1.363
H  5.280  1.179  1.073
H  5.026  0.443  3.437
H  2.742  -0.147  4.222
H  0.431  -1.002  3.491
H  -0.356  -0.057  2.226
H  0.899  1.100  4.783
H  -0.802  0.999  4.370
H  0.259  2.070  3.449
H  2.395  -0.615  -1.411
H  1.560  -1.043  -4.092
H  -0.883  -0.977  -5.219
H  -2.649  -0.507  -3.187
O  4.023  -5.151  -3.308
C  4.015  -4.664  -2.064
O  5.027  -4.567  -1.436
C  2.702  -4.196  -1.472
C  1.467  -4.242  -2.106
C  0.329  -3.740  -1.482
C  0.430  -3.226  -0.199
C  1.652  -3.211  0.465
C  2.780  -3.688  -0.175
N  -0.703  -2.625  0.423
C  -1.405  -3.281  1.251
C  -2.553  -2.628  1.899
C  -3.389  -3.315  2.754
C  -4.473  -2.646  3.316
C  -4.673  -1.316  2.997
C  -3.789  -0.687  2.130
N  -2.748  -1.327  1.594
H  3.147  -5.239  -3.698
H  1.348  -4.669  -3.094
H  -0.631  -3.773  -1.982
H  1.709  -2.838  1.481
H  3.745  -3.704  0.316
H  -1.195  -4.323  1.494
H  -3.203  -4.358  2.971
H  -5.148  -3.161  3.985
H  -5.505  -0.760  3.406
H  -3.917  0.347  1.841
O  -2.692  1.464  0.062
C  -2.583  2.700  0.156
C  -3.777  3.585  0.111
C  -3.933  3.923  -1.398
C  -2.683  4.444  -2.126
C  -1.572  3.409  -2.394
C  -0.656  3.112  -1.194
N  -1.371  3.321  0.085
H  -3.600  4.498  0.684
H  -4.669  3.089  0.485
H  -4.725  4.667  -1.477
H  -4.292  3.027  -1.911
H  -2.274  5.322  -1.613
H  -3.020  4.815  -3.093
H  -0.950  3.762  -3.218
H  -2.042  2.481  -2.738
H  0.205  3.779  -1.179
H  -0.280  2.089  -1.228
H  -1.471  4.313  0.262

Question: The highest multiplicity belongs to which entry?
Answer: C34H38IrN5O3